17
Properties=species:S:1:pos:R:3 method="wB97M-V/def2-TZVPD" e_homo_ev=-4.1 e_tot_ev=-9896.4253 homo_lumo_gap_ha=0.306 multiplicity=1 total_charge=-1 de_lowest_kcal_mol=23.5
O -1.54 2.01 0.02
C -1.70 1.71 1.22
O -1.26 0.72 1.84
H -2.36 2.41 1.80
C -0.81 -1.43 -0.54
C 0.24 -0.57 -1.23
N 1.53 -0.66 -0.56
C 1.64 0.22 0.60
H -1.76 -1.39 -1.07
H -0.99 -1.03 0.46
H -0.47 -2.47 -0.48
H -0.13 0.46 -1.27
H 0.36 -0.90 -2.28
H 2.26 -0.43 -1.21
H 2.56 -0.03 1.12
H 1.63 1.28 0.31
H 0.80 0.09 1.27



9
Properties=species:S:1:pos:R:3 method="wB97M-V/def2-TZVPD" e_homo_ev=-8.7 e_tot_ev=-13386.5243 homo_lumo_gap_ha=0.351 multiplicity=1 smiles="C/N=P/N" total_charge=0 de_lowest_kcal_mol=1.0
C -1.68 0.14 -0.07
N -0.30 0.22 0.08
P 0.72 -0.86 -0.37
N 2.10 -0.16 0.17
H -2.07 1.10 -0.24
H -1.86 -0.49 -0.95
H -2.03 -0.24 0.84
H 3.02 -0.34 -0.24
H 2.09 0.64 0.79



64
Properties=species:S:1:pos:R:3 method="wB97M-V/def2-TZVPD" e_homo_ev=-7.7 e_tot_ev=-51676.0687 homo_lumo_gap_ha=0.292 multiplicity=1 total_charge=0 de_lowest_kcal_mol=4.6
Rb -1.12 -1.96 -0.15
C -3.79 0.29 0.85
O -3.00 -0.47 1.74
C -3.75 -1.16 2.72
C -4.59 -2.28 2.16
O -3.86 -3.18 1.35
C -2.92 -3.94 2.08
C -2.53 -5.16 1.28
O -1.87 -4.74 0.11
C -1.52 -5.82 -0.72
H -4.40 1.03 1.40
H -4.46 -0.33 0.25
H -3.09 0.82 0.21
H -4.40 -0.46 3.27
H -3.02 -1.53 3.44
H -5.39 -1.90 1.52
H -5.07 -2.82 2.99
H -3.37 -4.28 3.03
H -2.03 -3.36 2.34
H -3.42 -5.74 1.02
H -1.87 -5.79 1.89
H -0.88 -6.54 -0.19
H -0.96 -5.42 -1.56
H -2.41 -6.34 -1.09
O 4.28 -1.63 -0.72
C 3.98 -0.74 0.28
C 4.95 0.11 0.79
C 4.62 0.99 1.81
C 3.34 1.02 2.32
C 2.38 0.14 1.81
C 2.68 -0.73 0.78
C 1.60 -1.66 0.23
O 1.33 -1.53 -0.98
O 1.06 -2.43 1.06
H 5.21 -1.53 -0.94
H 5.95 0.08 0.39
H 5.38 1.66 2.21
H 3.08 1.69 3.13
H 1.39 0.12 2.24
N -0.66 0.98 -0.21
S -0.22 1.53 -1.62
C 1.55 1.63 -1.80
C 2.29 2.54 -1.05
C 3.66 2.61 -1.22
C 4.28 1.77 -2.14
C 3.54 0.85 -2.86
C 2.16 0.77 -2.69
C -0.59 3.27 -1.76
C -0.20 3.96 -2.90
C -0.55 5.29 -3.05
C -1.29 5.93 -2.06
C -1.67 5.23 -0.93
C -1.33 3.90 -0.77
H -0.11 1.43 0.52
H 1.79 3.20 -0.35
H 4.24 3.30 -0.63
H 5.35 1.82 -2.27
H 4.03 0.18 -3.55
H 1.58 0.03 -3.22
H 0.39 3.46 -3.66
H -0.24 5.83 -3.94
H -1.56 6.97 -2.17
H -2.25 5.73 -0.16
H -1.64 3.33 0.10



191
Properties=species:S:1:pos:R:3 method="wB97M-V/def2-TZVPD" e_homo_ev=-8.4 e_tot_ev=-91190.4139 homo_lumo_gap_ha=0.328 multiplicity=1 smiles=COC[C@H](C)N.COC[C@H](C)N.COC[C@H](C)N.COC[C@H](C)N.COC[C@H](C)N.COC[C@H](C)N.COC[C@H](C)N.COCCNCCOC.COCCNCCOC.COCCNCCOC total_charge=0 de_lowest_kcal_mol=40.7
C -3.94 0.91 -7.04
O -3.08 1.81 -7.69
C -3.76 2.91 -8.26
C -2.74 3.91 -8.74
C -1.75 4.25 -7.62
N -3.45 5.12 -9.22
H -3.40 0.03 -6.71
H -4.87 0.69 -7.58
H -4.34 1.42 -6.14
H -4.39 2.55 -9.07
H -4.36 3.43 -7.49
H -2.13 3.57 -9.58
H -1.08 3.44 -7.34
H -2.34 4.33 -6.68
H -1.24 5.20 -7.75
H -2.74 5.84 -9.36
H -4.00 5.50 -8.45
C -6.49 3.05 3.32
O -5.31 2.38 3.63
C -4.90 1.48 2.60
C -5.60 0.14 2.74
C -5.20 -0.55 4.05
N -5.30 -0.66 1.56
H -7.26 2.49 2.77
H -6.28 3.94 2.71
H -7.03 3.34 4.23
H -5.14 1.91 1.61
H -3.82 1.39 2.62
H -6.65 0.44 2.79
H -5.77 -0.12 4.89
H -4.18 -0.30 4.33
H -5.41 -1.62 4.06
H -5.70 -1.58 1.69
H -4.30 -0.73 1.46
C 2.88 5.00 -4.67
O 3.42 5.97 -5.54
C 3.21 5.62 -6.89
C 3.92 6.58 -7.80
C 3.61 8.05 -7.61
N 3.83 6.13 -9.21
H 3.44 4.06 -4.61
H 1.83 4.81 -4.92
H 2.84 5.53 -3.71
H 3.52 4.58 -7.05
H 2.13 5.62 -7.11
H 5.00 6.49 -7.57
H 2.95 8.44 -8.39
H 4.49 8.69 -7.57
H 3.14 8.21 -6.63
H 4.31 5.23 -9.27
H 4.43 6.72 -9.78
C 1.64 -1.70 -3.68
O 2.34 -1.06 -4.74
C 1.69 0.06 -5.26
C 0.49 -0.28 -6.15
C 0.81 -0.92 -7.48
N -0.23 1.01 -6.36
H 1.86 -2.76 -3.74
H 0.55 -1.59 -3.73
H 1.97 -1.29 -2.72
H 1.29 0.73 -4.48
H 2.39 0.64 -5.86
H -0.24 -0.85 -5.56
H 1.59 -1.66 -7.25
H 1.33 -0.23 -8.14
H -0.04 -1.41 -7.94
H -0.94 0.89 -7.07
H -0.63 1.35 -5.49
C 4.50 -5.97 2.49
O 4.53 -4.59 2.23
C 3.56 -4.15 1.32
C 3.54 -2.64 1.24
C 3.24 -1.96 2.54
N 2.50 -2.26 0.27
H 5.51 -6.38 2.43
H 3.85 -6.52 1.80
H 4.06 -6.17 3.48
H 3.68 -4.54 0.30
H 2.56 -4.52 1.61
H 4.55 -2.37 0.87
H 2.22 -2.24 2.86
H 3.20 -0.87 2.46
H 3.87 -2.32 3.35
H 2.43 -1.25 0.30
H 2.77 -2.48 -0.69
C 4.49 1.02 -0.43
O 3.34 0.59 0.25
C 2.49 1.61 0.73
C 1.87 2.46 -0.37
C 0.82 3.42 0.19
N 1.21 1.52 -1.28
H 4.96 0.11 -0.81
H 5.24 1.43 0.26
H 4.31 1.67 -1.29
H 1.67 1.15 1.28
H 3.05 2.22 1.45
H 2.58 3.10 -0.90
H 0.25 3.88 -0.61
H 1.38 4.18 0.75
H 0.02 2.98 0.79
H 0.81 1.91 -2.13
H 1.82 0.73 -1.46
C -0.46 -5.76 9.86
O -0.73 -4.44 9.43
C -1.43 -4.39 8.21
C -1.24 -3.05 7.58
C -2.07 -2.87 6.32
N 0.17 -2.78 7.28
H 0.18 -5.69 10.73
H 0.06 -6.34 9.10
H -1.39 -6.26 10.16
H -1.05 -5.17 7.53
H -2.50 -4.62 8.34
H -1.62 -2.31 8.30
H -1.67 -1.97 5.83
H -3.15 -2.90 6.49
H -1.96 -3.66 5.57
H 0.23 -1.80 7.03
H 0.75 -2.99 8.08
C -0.84 3.42 -3.84
O -0.84 2.14 -3.25
C -2.14 1.64 -2.95
C -2.05 0.30 -2.28
N -1.54 0.37 -0.93
C -1.30 -0.97 -0.41
C -0.58 -0.95 0.91
O -1.52 -0.79 1.96
C -0.92 -0.47 3.19
H 0.21 3.70 -3.89
H -1.36 4.19 -3.25
H -1.24 3.44 -4.86
H -2.66 1.52 -3.92
H -2.77 2.40 -2.46
H -1.37 -0.25 -2.97
H -3.02 -0.20 -2.27
H -0.70 0.94 -0.88
H -0.78 -1.66 -1.10
H -2.29 -1.41 -0.27
H 0.22 -0.20 0.89
H -0.05 -1.91 1.06
H -0.14 0.30 3.09
H -0.50 -1.30 3.76
H -1.66 0.04 3.82
C 4.01 7.94 5.22
O 4.04 6.84 4.33
C 3.62 5.65 4.94
C 3.40 4.62 3.84
N 2.86 3.35 4.25
C 1.50 3.34 4.72
C 0.52 3.38 3.56
O -0.78 3.46 4.12
C -1.84 3.28 3.20
H 4.81 7.85 5.97
H 3.04 8.06 5.70
H 4.21 8.85 4.65
H 2.71 5.75 5.55
H 4.45 5.31 5.57
H 4.37 4.51 3.36
H 2.77 5.07 3.06
H 3.50 2.73 4.71
H 1.27 4.09 5.48
H 1.27 2.39 5.22
H 0.71 2.51 2.93
H 0.66 4.31 2.99
H -1.78 2.26 2.79
H -1.86 3.99 2.36
H -2.77 3.40 3.76
C -2.25 -12.32 1.57
O -2.48 -10.95 1.74
C -1.40 -10.19 1.27
C -1.77 -8.71 1.27
N -2.00 -8.19 2.61
C -0.79 -7.73 3.28
C -0.33 -6.36 2.78
O -0.08 -5.52 3.87
C 0.52 -4.30 3.48
H -1.33 -12.67 2.05
H -2.33 -12.65 0.53
H -3.04 -12.93 2.03
H -1.02 -10.49 0.29
H -0.53 -10.32 1.94
H -2.70 -8.61 0.71
H -1.02 -8.17 0.69
H -2.49 -8.91 3.12
H 0.03 -8.46 3.20
H -1.05 -7.64 4.34
H -1.10 -5.98 2.08
H 0.54 -6.49 2.12
H 0.60 -3.71 4.39
H -0.18 -3.77 2.81
H 1.46 -4.43 2.94



55
Properties=species:S:1:pos:R:3 method="wB97M-V/def2-TZVPD" e_homo_ev=-5.8 e_tot_ev=-92517.9990 homo_lumo_gap_ha=0.199 multiplicity=1 total_charge=0
Zn -0.51 0.01 0.26
C 0.75 -2.55 1.45
O 1.77 -3.27 1.29
O 0.67 -1.40 0.81
O -0.22 -2.92 2.23
C -2.23 -1.80 -1.92
O -1.36 -1.24 -1.26
N -2.64 -1.33 -3.14
N -2.72 -3.02 -1.56
H -2.27 -0.50 -3.54
H -3.08 -1.97 -3.79
H -2.29 -3.54 -0.81
H -3.38 -3.49 -2.14
C -2.11 2.24 -1.58
O -1.82 1.47 -0.67
N -3.24 2.07 -2.34
N -1.27 3.25 -1.96
H -3.38 2.59 -3.19
H -3.97 1.48 -1.99
H -0.60 3.57 -1.27
H -1.54 3.84 -2.73
C 0.53 2.66 1.41
O 0.35 1.44 1.46
N 1.56 3.18 0.69
N -0.33 3.53 2.03
H 1.84 4.12 0.89
H 2.16 2.52 0.23
H 0.00 4.45 2.28
H -1.18 3.16 2.40
C 1.87 0.73 -1.98
O 0.91 0.67 -1.21
N 1.72 1.22 -3.26
N 3.10 0.27 -1.67
H 0.80 1.47 -3.58
H 2.51 1.22 -3.88
H 3.91 0.71 -2.08
H 3.21 -0.26 -0.80
C -3.09 -1.14 1.79
O -2.17 -0.43 1.36
N -4.34 -0.64 2.06
N -2.88 -2.45 1.99
H -4.58 0.28 1.73
H -5.04 -1.28 2.39
H -3.65 -3.04 2.24
H -1.85 -2.75 2.09
C 3.70 -0.70 2.19
C 4.87 -1.65 1.99
O 4.54 -3.00 2.08
O 3.15 -0.25 0.96
H 4.02 0.16 2.80
H 2.99 -1.24 2.83
H 5.67 -1.42 2.70
H 5.34 -1.40 1.02
H 3.63 -3.14 1.72
H 2.19 -0.49 0.99



51
Properties=species:S:1:pos:R:3 method="wB97M-V/def2-TZVPD" e_homo_ev="2.4 / -0.6" e_tot_ev=-77614.9928 homo_lumo_gap_ha="0.068 / 0.179" multiplicity=5 total_charge=-2 de_lowest_kcal_mol=0.0
C -0.36 -2.80 -3.02
I 0.13 -0.61 -3.02
H -0.92 -2.84 -3.95
H -0.96 -3.08 -2.16
H 0.58 -3.34 -3.08
C 4.17 0.69 -0.07
C 4.06 1.38 -1.23
N 2.74 1.29 -1.62
C 2.00 0.56 -0.74
N 2.91 0.19 0.21
H 5.01 0.55 0.60
H 4.79 1.94 -1.79
C -3.36 -1.38 0.92
C -1.72 -0.04 0.09
N -2.13 -0.86 1.15
H -4.71 -1.11 -0.84
N -2.83 -0.10 -0.78
H -3.87 -2.01 1.65
Co 0.04 -0.01 -0.69
C 0.18 -1.70 -0.27
O 0.12 -2.86 -0.10
C -3.79 -0.93 -0.29
C -3.03 0.73 -1.94
H -3.35 1.75 -1.66
H -3.81 0.29 -2.57
H -2.10 0.77 -2.51
C -1.48 -0.96 2.44
H -2.00 -1.72 3.03
H -1.55 -0.02 3.00
H -0.43 -1.25 2.34
C 2.63 -0.43 1.48
H 3.53 -0.97 1.81
H 1.80 -1.13 1.39
H 2.39 0.33 2.23
C 2.27 2.10 -2.74
H 1.37 1.65 -3.16
H 3.06 2.10 -3.50
H 2.08 3.13 -2.41
C 0.08 1.93 2.09
Si -1.00 1.81 0.56
C -2.67 2.58 0.99
C -0.32 2.92 -0.79
H 0.23 0.98 2.61
H -0.38 2.64 2.79
H 1.07 2.32 1.81
H -2.53 3.64 1.24
H -3.38 2.52 0.16
H -3.10 2.08 1.87
H -0.78 3.90 -0.61
H 0.77 3.02 -0.70
H -0.57 2.60 -1.82



87
Properties=species:S:1:pos:R:3 method="wB97M-V/def2-TZVPD" e_homo_ev=-8.9 e_tot_ev=-49301.8263 homo_lumo_gap_ha=0.312 multiplicity=1 smiles="CCC[C@H](C)c1cccc2c1C(=O)c1ccccc1C2=O.COCCOC.COCCOC.COCCOC" total_charge=0
C 5.60 -1.00 1.83
C 4.71 -1.54 0.68
C 3.56 -0.62 0.26
C 2.42 -0.37 1.27
C 2.80 0.56 2.47
C 1.75 -1.62 1.82
C 2.41 -2.54 2.62
C 1.83 -3.66 3.13
C 0.49 -3.91 2.91
C -0.20 -3.01 2.15
C 0.41 -1.89 1.60
C -0.51 -1.00 0.79
O -0.24 -0.50 -0.28
C -1.88 -0.82 1.40
C -2.49 0.41 1.41
C -3.72 0.52 2.01
C -4.32 -0.60 2.55
C -3.71 -1.83 2.54
C -2.47 -1.93 1.96
C -1.68 -3.21 1.92
O -2.18 -4.30 1.72
H 5.43 0.06 2.03
H 5.42 -1.55 2.77
H 6.66 -1.12 1.62
H 5.38 -1.61 -0.18
H 4.39 -2.57 0.86
H 3.12 -1.07 -0.64
H 3.96 0.36 -0.03
H 1.65 0.17 0.73
H 3.60 1.24 2.20
H 1.90 1.15 2.69
H 2.99 -0.03 3.37
H 3.46 -2.37 2.83
H 2.39 -4.36 3.74
H 0.02 -4.79 3.33
H -1.98 1.27 0.98
H -4.26 1.46 2.09
H -5.29 -0.47 3.01
H -4.20 -2.69 2.99
C -0.30 -1.94 -5.39
O -0.60 -3.21 -4.82
C 0.48 -4.12 -4.89
C 1.19 -4.24 -3.56
O 1.85 -3.03 -3.22
C 1.13 -2.26 -2.27
H -1.08 -1.24 -5.10
H 0.66 -1.56 -5.03
H -0.28 -2.01 -6.48
H 1.18 -3.84 -5.68
H 0.05 -5.10 -5.15
H 1.96 -5.01 -3.64
H 0.49 -4.54 -2.77
H 1.21 -2.71 -1.27
H 0.08 -2.16 -2.54
H 1.57 -1.26 -2.23
C -4.47 2.45 -7.50
O -4.13 3.26 -6.39
C -4.01 2.52 -5.18
C -2.56 2.27 -4.83
O -1.93 1.41 -5.77
C -1.12 2.11 -6.70
H -4.32 3.05 -8.40
H -3.83 1.57 -7.56
H -5.52 2.15 -7.45
H -4.56 1.57 -5.25
H -4.46 3.12 -4.39
H -2.51 1.76 -3.86
H -2.01 3.21 -4.74
H -0.19 2.44 -6.22
H -1.64 2.98 -7.12
H -0.87 1.43 -7.51
C 0.08 5.50 6.73
O -0.74 4.35 6.82
C -1.32 3.98 5.58
C -0.59 2.81 4.95
O 0.73 3.17 4.57
C 1.72 2.72 5.48
H 0.65 5.58 7.65
H 0.78 5.43 5.89
H -0.54 6.40 6.62
H -1.35 4.83 4.90
H -2.35 3.67 5.79
H -1.12 2.51 4.04
H -0.57 1.95 5.63
H 1.86 1.64 5.37
H 1.45 2.95 6.51
H 2.65 3.22 5.24